<a>
Formula: C4H8O2S
Source: OMol25
Level of theory: ωB97M-V with the def2-TZVPD basis set

```
15
Properties=species:S:1:pos:R:3
S -1.004 -1.479 -0.453
O 1.586 -0.953 0.909
O -0.423 1.055 -0.816
C -1.032 0.791 0.527
C -1.984 -0.327 0.423
C 0.313 -0.147 -1.095
C 1.699 -0.242 -0.376
H -2.804 -0.151 -0.247
H -0.315 0.767 1.276
H -2.368 -0.932 1.395
H 2.768 -0.142 1.213
H 2.603 -0.652 -1.280
H 1.957 1.074 -0.046
H 0.541 -0.377 -2.350
H -1.536 1.716 0.918
```

The multiplicity is 1. The value obtained for the gap between HOMO and LUMO is 7.95 eV. The calculation puts the HOMO energy at -8.5 eV.

---

<b>
Formula: C4H8O2S
Source: OMol25
Level of theory: ωB97M-V with the def2-TZVPD basis set

```
15
Properties=species:S:1:pos:R:3
S -0.156 0.684 -1.762
O 0.781 -2.195 -2.109
O 0.903 0.059 0.648
C -0.167 -0.282 -0.252
C 0.372 -2.154 -1.026
C -1.385 -0.486 0.577
C 1.309 1.402 0.679
H 0.160 -2.838 -0.221
H -2.382 -0.567 0.027
H -1.397 -1.133 1.411
H 2.157 1.444 1.261
H -0.700 1.827 -1.282
H 0.583 2.048 1.193
H -1.538 0.462 1.240
H 1.459 1.729 -0.385
```

The multiplicity is 1. The value obtained for the gap between HOMO and LUMO is 9.13 eV. The calculation puts the HOMO energy at -8.4 eV.

---

Relative stability in hartree, measured from the most stable structure: <a> 0.1299; <b> 0.0000

---

<a>
Formula: C4H8O2S
Source: OMol25
Level of theory: ωB97M-V with the def2-TZVPD basis set

```
15
Properties=species:S:1:pos:R:3
S 0.166 2.864 -3.217
O -1.029 1.631 -1.273
O -0.118 -1.028 0.662
C -0.970 -2.578 2.399
C 0.029 1.818 -1.799
C -0.994 -1.612 1.255
C 1.327 1.473 -1.206
H -0.798 -3.507 2.058
H 1.856 2.262 -0.764
H 1.379 3.324 -2.901
H -0.258 -2.102 3.163
H 1.307 0.661 -0.454
H -1.913 -2.623 2.993
H 2.162 0.977 -1.847
H -2.147 -1.559 0.930
```

The multiplicity is 1. As for the SMILES: CC(=O)S.CC=O. The value obtained for the gap between HOMO and LUMO is 10.46 eV. The calculation puts the HOMO energy at -9.7 eV.

---

<b>
Formula: C4H8O2S
Source: OMol25
Level of theory: ωB97M-V with the def2-TZVPD basis set

```
15
Properties=species:S:1:pos:R:3
S -1.860 -0.056 0.528
O -2.772 1.041 0.811
O -2.306 -1.397 0.754
C 0.073 1.738 0.513
C -0.274 0.307 0.716
C 0.754 -1.032 0.200
C 0.901 -0.986 -1.286
H -0.180 2.231 -0.412
H 0.035 -1.363 -1.737
H 0.336 -1.976 0.604
H 1.127 1.975 0.687
H 1.640 -1.911 -1.640
H 1.117 -0.050 -1.815
H 1.766 -0.915 0.768
H -0.357 2.393 1.308
```

The multiplicity is 1. As for the SMILES: CCC(C)=S(=O)=O. The value obtained for the gap between HOMO and LUMO is 8.66 eV. The calculation puts the HOMO energy at -9.3 eV.

---

<c>
Formula: C4H8O2S
Source: OMol25
Level of theory: ωB97M-V with the def2-TZVPD basis set

```
15
Properties=species:S:1:pos:R:3
S 1.519 1.103 0.029
O 0.907 -1.335 -0.621
O -3.134 0.170 -0.072
C 0.494 -0.110 -0.564
C 0.517 2.604 -0.192
C -3.484 -0.913 0.284
C 2.112 -1.742 0.050
H 1.787 -2.432 0.810
H -3.014 -1.371 1.152
H 0.849 3.189 0.551
H 2.573 -0.903 0.697
H -0.481 2.389 -0.335
H 2.895 -2.164 -0.561
H 0.734 3.051 -1.114
H -4.273 -1.537 -0.113
```

The multiplicity is 1. The value obtained for the gap between HOMO and LUMO is 8.68 eV. The calculation puts the HOMO energy at -7.9 eV.

---

Relative stability in hartree, measured from the most stable structure: <a> 0.0000; <b> 0.0621; <c> 0.0972

---

<a>
Formula: C5H12NO2
Source: OMol25
Level of theory: ωB97M-V with the def2-TZVPD basis set

```
20
Properties=species:S:1:pos:R:3
O 0.308 -1.803 3.207
O 2.980 0.652 -1.520
N -0.365 0.701 -2.055
C -1.166 -0.170 0.657
C 0.665 0.515 -0.952
C 1.969 0.028 -1.592
C 0.150 -0.511 0.027
C -1.600 1.080 0.805
H 0.042 -1.499 -0.446
H -0.137 0.149 -2.885
H 0.843 1.477 -0.486
H -1.297 0.439 -1.702
H 1.908 -0.949 -2.099
H 1.061 -1.720 3.805
H -1.035 1.995 0.617
H -2.565 1.274 1.275
H -0.517 1.674 -2.331
H 0.941 -0.760 0.728
H -1.762 -0.945 1.135
H -0.424 -1.626 3.812
```

The multiplicity is 1. The value obtained for the gap between HOMO and LUMO is 10.28 eV. Its charge is +1. The calculation puts the HOMO energy at -14.1 eV.

---

<b>
Formula: C5H12NO2
Source: OMol25
Level of theory: ωB97M-V with the def2-TZVPD basis set

```
20
Properties=species:S:1:pos:R:3
O -2.004 -1.774 -0.213
O -1.596 -1.142 -2.297
N 0.794 2.417 0.833
C 0.073 0.028 0.556
C 2.117 0.672 1.929
C 1.314 0.969 0.705
C 0.127 -0.688 -0.814
C -1.243 -1.319 -1.018
H 1.966 1.090 -0.169
H 1.002 -1.348 -0.844
H 2.574 -0.329 1.767
H 0.059 -0.598 1.487
H 0.948 2.896 -0.057
H 1.474 0.678 2.827
H -2.467 -1.258 -2.693
H -0.247 2.445 0.970
H 2.962 1.359 2.153
H -0.838 0.621 0.741
H 1.361 2.966 1.478
H 0.289 0.059 -1.622
```

The multiplicity is 1. As for the SMILES: C[C@H]([NH3+])CCC(=O)O. The value obtained for the gap between HOMO and LUMO is 10.04 eV. Its charge is +1. The calculation puts the HOMO energy at -13.8 eV.

---

Relative stability in hartree, measured from the most stable structure: <a> 0.0448; <b> 0.0000

---

<a>
Formula: C3H14N2O2S
Source: OMol25
Level of theory: ωB97M-V with the def2-TZVPD basis set

```
22
Properties=species:S:1:pos:R:3
S 0.007 -1.050 -2.703
O -0.349 -0.441 2.667
O -2.545 -0.375 1.109
N 1.679 -0.615 0.009
N 0.214 1.732 1.071
C 0.028 1.237 -0.356
C 1.169 0.292 -2.307
C 1.382 0.527 -0.805
H -0.787 -0.573 3.502
H -1.837 -0.521 1.808
H 2.096 0.111 -2.888
H 1.423 -0.504 0.985
H -1.058 -3.065 -0.900
H -0.717 -3.538 -0.428
H -0.329 2.586 1.091
H 1.159 -1.418 -0.327
H -3.421 -0.574 1.442
H -0.131 2.128 -0.984
H 2.203 1.254 -0.666
H 0.778 1.235 -2.689
H -0.118 0.987 1.734
H -0.848 0.585 -0.364
```

Its expectation value of S² is 0.753. The multiplicity is 2. The value obtained for the gap between HOMO and LUMO (alpha / beta) is 7.18 / 5.11 eV. Its charge is -1. The calculation puts the HOMO energy (alpha / beta) at -4.0 / -4.0 eV.

---

<b>
Formula: C3H14N2O2S
Source: OMol25
Level of theory: ωB97M-V with the def2-TZVPD basis set

```
22
Properties=species:S:1:pos:R:3
S 2.055 1.861 0.841
O -4.859 0.840 -4.164
O -3.086 2.448 -4.878
N 1.151 0.251 3.089
N 1.410 -2.776 0.881
C 1.782 -0.626 2.035
C 1.400 0.090 0.685
C 1.064 -2.008 2.206
H 0.009 -1.836 2.274
H 1.647 -2.656 2.929
H 1.491 2.284 1.928
H 0.942 -2.398 0.137
H 2.440 -2.427 0.735
H -5.034 0.733 -5.082
H -2.219 2.511 -4.428
H 1.805 0.543 3.714
H 0.356 0.019 0.511
H -3.577 3.353 -4.571
H 1.896 -0.260 -0.263
H -3.931 1.124 -4.147
H 0.430 -0.336 3.518
H 2.827 -0.734 2.050
```

Its expectation value of S² is 0.750. The multiplicity is 2. The value obtained for the gap between HOMO and LUMO (alpha / beta) is 1.85 / 9.33 eV. Its charge is -1. The calculation puts the HOMO energy (alpha / beta) at 0.8 / -6.7 eV.

---

Relative stability in hartree, measured from the most stable structure: <a> 0.0000; <b> 0.0457

---

<a>
Formula: C2H5O
Source: OMol25
Level of theory: ωB97M-V with the def2-TZVPD basis set

```
8
Properties=species:S:1:pos:R:3
O -0.265 1.858 -1.481
C 0.522 -1.556 1.178
C -0.230 -0.586 0.640
H -1.286 -0.537 0.387
H -0.001 2.599 -2.021
H 1.427 -1.894 0.677
H 0.087 -2.374 1.769
H 0.259 0.104 -0.078
```

The multiplicity is 1. The value obtained for the gap between HOMO and LUMO is 6.48 eV. Its charge is -1. The calculation puts the HOMO energy at -2.2 eV.

---

<b>
Formula: C2H5O
Source: OMol25
Level of theory: ωB97M-V with the def2-TZVPD basis set

```
8
Properties=species:S:1:pos:R:3
O -1.215 -0.633 1.625
C 1.251 0.289 -1.319
C 0.194 0.471 -0.532
H -0.036 1.512 -0.303
H 1.498 -0.663 -1.786
H 1.718 1.159 -1.774
H -1.796 -1.269 2.086
H -0.585 -0.224 -0.222
```

The multiplicity is 1. The value obtained for the gap between HOMO and LUMO is 6.81 eV. Its charge is -1. The calculation puts the HOMO energy at -2.3 eV.

---

<c>
Formula: C2H5O
Source: OMol25
Level of theory: ωB97M-V with the def2-TZVPD basis set

```
8
Properties=species:S:1:pos:R:3
O 0.576 0.388 0.429
C 0.584 -0.809 0.002
C -0.309 -1.533 -0.671
H -0.075 -2.607 -0.915
H 1.566 -1.337 0.056
H -3.150 7.815 1.039
H -3.617 7.950 1.605
H -0.982 -0.875 -1.202
```

The multiplicity is 1. The value obtained for the gap between HOMO and LUMO is 6.12 eV. Its charge is -1. The calculation puts the HOMO energy at -2.0 eV.

---

Relative stability in hartree, measured from the most stable structure: <a> 0.0224; <b> 0.0034; <c> 0.0000

---

<a>
Formula: C2H4O2P
Source: OMol25
Level of theory: ωB97M-V with the def2-TZVPD basis set

```
9
Properties=species:S:1:pos:R:3
P -0.213 1.646 0.254
O 0.866 2.194 -0.598
O 0.572 0.364 1.340
C -0.526 -0.083 -0.643
C 0.120 -0.821 0.652
H 0.318 0.156 -1.327
H 0.909 -1.512 0.232
H -0.696 -1.353 1.252
H -1.351 -0.591 -1.162
```

The multiplicity is 1. As for the SMILES: [O-]P1CCO1. The value obtained for the gap between HOMO and LUMO is 7.37 eV. Its charge is -1. The calculation puts the HOMO energy at -2.7 eV.

---

<b>
Formula: C2H4O2P
Source: OMol25
Level of theory: ωB97M-V with the def2-TZVPD basis set

```
9
Properties=species:S:1:pos:R:3
P -0.781 1.265 -0.146
O 0.412 -2.156 -0.965
O -1.572 1.162 1.085
C 0.840 1.053 0.176
C -0.311 -1.347 -0.468
H 1.581 1.116 -0.587
H -0.270 -1.113 0.684
H 1.118 0.799 1.248
H -1.016 -0.779 -1.026
```

The multiplicity is 1. The value obtained for the gap between HOMO and LUMO is 7.70 eV. Its charge is -1. The calculation puts the HOMO energy at -3.4 eV.

---

Relative stability in hartree, measured from the most stable structure: <a> 0.0000; <b> 0.0428